No. 1
{"formula": "C16H14BCl3NO3S", "method": "the ωB97M-V functional and the def2-TZVPD basis", "species": ["Cl", "B", "Cl", "Cl", "O", "C", "C", "C", "C", "C", "C", "C", "H", "H", "H", "H", "H", "H", "C", "C", "C", "C", "C", "S", "C", "N", "C", "O", "O", "C", "C", "H", "H", "H", "H", "H", "H", "H", "H"], "positions_angstrom": [[-3.560, 0.323, 5.025], [-2.921, -1.135, 4.077], [-3.597, -2.696, 4.798], [-3.429, -1.001, 2.305], [-1.468, -1.160, 4.156], [-0.899, -2.172, 3.500], [0.490, -2.337, 3.491], [1.135, -3.397, 2.815], [2.502, -3.501, 2.851], [3.261, -2.569, 3.547], [2.643, -1.522, 4.216], [1.279, -1.405, 4.191], [-1.545, -2.863, 2.977], [0.542, -4.115, 2.275], [2.990, -4.310, 2.333], [4.335, -2.659, 3.566], [3.233, -0.799, 4.753], [0.778, -0.601, 4.704], [-0.437, 3.571, -6.081], [-0.252, 2.753, -4.852], [-1.144, 1.731, -4.556], [-0.948, 0.934, -3.444], [0.134, 1.149, -2.624], [0.444, 0.086, -1.211], [-0.595, 0.801, 0.062], [-1.796, 1.176, -0.189], [-2.926, 1.521, -0.368], [-0.068, -1.281, -1.595], [1.867, 0.307, -0.758], [1.010, 2.170, -2.892], [0.824, 2.972, -4.001], [0.349, 4.319, -6.186], [-0.410, 2.946, -6.975], [-1.397, 4.086, -6.059], [-1.981, 1.554, -5.212], [-1.622, 0.123, -3.224], [-0.206, 0.928, 1.047], [1.857, 2.314, -2.242], [1.527, 3.760, -4.219]], "atomic_forces_ev_per_a": [[0.3644, -0.1259, 0.0455], [-2.1774, 0.6992, -0.3161], [0.0077, -0.4365, 0.2628], [0.1285, -0.0270, 0.0308], [2.9089, -3.0410, -1.7290], [-1.8459, 2.6546, 1.4162], [1.4990, 0.1854, 0.2491], [-0.7832, 0.4444, 0.2524], [0.2597, -0.1360, -0.0411], [-0.2114, -0.0120, -0.0387], [0.2360, 0.0160, 0.0482], [-0.3726, -0.0321, -0.0382], [-0.2528, -0.0630, -0.1015], [-0.1282, -0.1536, -0.1732], [0.0513, -0.0817, -0.0866], [0.1662, -0.0159, -0.0161], [0.1073, 0.1181, 0.0671], [-0.0210, 0.1393, 0.0570], [-0.0085, 0.3036, -0.3245], [0.1442, -0.0861, 0.1154], [0.1842, 0.0842, 0.1497], [-0.5092, -0.3534, -0.1787], [0.4160, -0.6218, 0.3818], [-0.9467, -0.3340, 2.5301], [4.4637, -1.6740, -0.7142], [-5.4819, 1.2752, -1.2428], [1.7907, -0.4855, 0.1135], [1.5785, 2.4682, 0.2660], [-2.3707, -0.9682, -1.1657], [0.5140, 0.3173, 0.1089], [-0.2260, -0.1388, -0.0651], [-0.0178, 0.0377, 0.0285], [-0.0658, -0.0209, -0.0546], [-0.0480, 0.0543, -0.0888], [-0.1791, -0.0577, -0.0712], [-0.1159, -0.1471, 0.0488], [0.6644, 0.0247, 0.1768], [0.1375, 0.0232, 0.1425], [0.1399, 0.1667, -0.0455]], "lumo_energy_ev": 0.04, "total_charge": -1, "gap_ev": 3.0}

=====

No. 2
{"formula": "C16H14ClCrN2O5S2", "method": "the ωB97M-V functional and the def2-TZVPD basis", "species": ["Cr", "C", "C", "N", "N", "C", "S", "S", "C", "C", "C", "C", "C", "C", "C", "C", "C", "C", "C", "C", "C", "O", "H", "H", "H", "H", "H", "H", "H", "H", "H", "H", "H", "H", "H", "H", "O", "Cl", "O", "O", "O"], "positions_angstrom": [[-1.286, 1.479, 0.446], [-2.779, -0.829, -1.195], [-1.770, 0.275, -1.412], [-0.625, 0.158, -0.754], [-0.213, -1.040, -0.332], [0.035, -1.180, 0.924], [-0.294, 0.064, 2.061], [0.647, -2.742, 1.463], [2.354, -2.716, 0.742], [3.342, -2.275, 1.772], [3.458, -0.933, 2.114], [4.399, -0.528, 3.044], [5.229, -1.460, 3.645], [5.105, -2.800, 3.324], [4.160, -3.208, 2.399], [-2.025, 1.289, -2.435], [-2.481, 0.962, -3.706], [-2.690, 1.960, -4.639], [-2.490, 3.297, -4.299], [-2.074, 3.647, -3.035], [-1.835, 2.649, -2.068], [-1.493, 2.917, -0.854], [-3.745, -1.349, 0.446], [-2.345, -1.816, -1.412], [-3.676, -0.646, -1.798], [2.321, -2.051, -0.119], [2.539, -3.740, 0.422], [2.810, -0.203, 1.650], [4.492, 0.518, 3.292], [5.972, -1.142, 4.362], [5.751, -3.531, 3.786], [4.067, -4.255, 2.151], [-2.636, -0.074, -3.971], [-3.000, 1.699, -5.638], [-2.661, 4.065, -5.040], [-1.943, 4.676, -2.747], [-3.788, 3.116, 1.072], [-2.850, 2.175, 1.562], [-3.327, 1.431, 2.676], [-3.076, -0.701, 0.190], [-1.576, 2.842, 1.911]], "atomic_forces_ev_per_a": [[2.5684, 0.5157, -2.0047], [-0.1317, -0.1193, -0.2015], [-0.2188, -0.9718, -0.0033], [0.3331, 0.6586, -0.5182], [0.1150, -1.1381, -0.0972], [-0.0896, 0.2746, -0.0318], [-0.3680, 0.5542, -0.7906], [0.2356, -0.2220, 0.0185], [-0.5558, 0.0444, 0.3058], [0.2340, -0.0761, -0.0303], [0.0762, -0.0347, -0.0360], [-0.0374, 0.0342, -0.0219], [0.0694, 0.0039, 0.0684], [0.0640, -0.0486, 0.0803], [-0.0632, 0.1586, -0.1352], [0.0052, 1.3712, 0.1681], [0.1011, 0.0141, 0.0758], [-0.0202, -0.0018, -0.1181], [0.0205, -0.2671, -0.0992], [0.2236, -0.2633, 0.6369], [-0.4502, -1.0628, -2.4480], [0.6290, -0.8126, 3.0055], [0.1459, 0.0900, 0.0612], [-0.0564, 0.2145, -0.0410], [0.2002, -0.0916, 0.0007], [0.0020, -0.1168, -0.0686], [0.0351, 0.0688, -0.0990], [-0.0431, 0.0826, -0.0702], [-0.0092, 0.1158, 0.0412], [0.0502, 0.0316, 0.0572], [0.0474, -0.0604, 0.0751], [-0.0034, -0.1378, -0.0592], [-0.0348, -0.0894, -0.0590], [-0.0766, -0.0222, -0.0855], [-0.0437, 0.0481, -0.0038], [0.0448, 0.1801, 0.0346], [-0.5597, 0.2131, -0.2897], [-3.0068, 0.8698, 1.8321], [-0.4035, -0.3368, 0.2872], [-0.2088, -0.1669, 0.1958], [1.1802, 0.4960, 0.3675]], "lumo_energy_ev": [-2.15, -1.67], "gap_ev": [6.4, 7.0], "multiplicity": 2}

=====

No. 3
{"formula": "C16H14ClF3N4", "method": "the ωB97M-V functional and the def2-TZVPD basis", "species": ["N", "C", "C", "N", "C", "N", "C", "C", "N", "C", "Cl", "C", "C", "C", "C", "C", "C", "C", "F", "C", "F", "C", "C", "F", "H", "H", "H", "H", "H", "H", "H", "H", "H", "H", "H", "H", "H", "H"], "positions_angstrom": [[-0.097, 0.525, -2.686], [0.207, 0.387, -1.222], [-0.019, 1.709, -0.522], [0.026, 1.528, 0.918], [-0.125, 0.362, 1.576], [-0.059, 0.567, 2.925], [0.073, 1.921, 3.155], [0.111, 2.703, 4.328], [0.225, 4.037, 4.261], [0.355, 4.642, 3.074], [0.526, 6.380, 3.027], [0.276, 3.929, 1.880], [0.159, 2.518, 1.900], [-0.231, -0.957, 0.886], [-0.588, -0.740, -0.591], [-0.306, -2.037, -1.300], [1.006, -2.423, -1.614], [1.301, -3.624, -2.279], [2.604, -3.897, -2.572], [0.274, -4.516, -2.543], [0.548, -5.716, -3.134], [-1.064, -4.166, -2.262], [-1.362, -2.933, -1.657], [-2.693, -2.679, -1.402], [0.251, -0.353, -3.139], [-1.126, 0.574, -2.893], [0.445, 1.298, -3.089], [1.256, 0.115, -1.082], [0.764, 2.427, -0.841], [-0.987, 2.153, -0.812], [-0.220, -0.162, 3.631], [0.082, 2.183, 5.270], [0.284, 4.488, 0.955], [-0.977, -1.571, 1.388], [0.724, -1.497, 0.960], [-1.655, -0.470, -0.687], [1.874, -1.798, -1.376], [-1.863, -4.903, -2.431]], "atomic_forces_ev_per_a": [[0.1262, -1.1993, -0.1059], [0.3506, -0.0193, 1.0945], [-0.1019, 0.9832, -0.5506], [0.0131, -0.2597, 1.2741], [0.4452, -0.2741, 1.3720], [-0.5548, -0.9657, -1.6071], [0.2750, 0.8544, -0.0242], [0.2261, 0.6252, -1.1003], [0.2813, -1.0542, 0.2110], [-0.5412, -0.6653, 0.0413], [-0.0900, -1.1211, 0.1142], [0.0990, -0.3327, -1.0980], [-0.1176, 2.3111, 0.9924], [0.1914, 0.8050, 0.1556], [-0.7457, -0.5756, -0.3062], [-1.3289, -1.1490, -0.9480], [0.1754, -0.3784, -0.5452], [0.9468, 0.4439, 0.5094], [-1.6758, 0.1856, 0.2889], [-0.6011, -1.0559, -0.8625], [-0.4156, 1.7596, 0.9228], [0.2526, -0.0472, 0.4215], [0.5461, -0.6130, -0.2092], [1.8164, 0.2307, -0.0811], [-0.3475, 0.5195, 0.1757], [1.0187, 0.2912, 0.1603], [-0.4566, 0.0604, -0.1798], [0.1177, 0.2296, -0.6158], [-0.3342, -0.2459, 0.4477], [0.1884, -0.1599, 0.2241], [0.1908, 0.4277, -0.5293], [-0.1381, 0.3660, 0.4826], [0.1199, -0.0373, -0.1038], [-0.1040, -0.0836, -0.1356], [-0.1385, 0.2053, 0.0578], [0.1584, -0.3074, 0.1533], [-0.2865, -0.2283, -0.0010], [0.4388, 0.4745, -0.0956]], "smiles": "[NH3+][C@H]1C[n+]2c([nH]c3cnc(Cl)cc32)C[C@@H]1c1cc(F)c(F)cc1F", "lumo_energy_ev": -6.78, "total_charge": 2, "gap_ev": 8.5}